Record 1
Formula: C37H37Br4N4O5SV
Source: the Open Molecules 2025 dataset
Level of theory: the ωB97M-V functional and the def2-TZVPD basis

Each line ends with the Löwdin spin population.
CARTESIAN COORDINATES (ANGSTROEM)
V1 0.305404 -0.725238 -0.029888  1.094
C1 -2.698696 -1.529238 2.244912  0.000
C2 -1.954196 -0.323938 2.829012  -0.001
C3 -0.815496 0.242162 1.958012  0.001
N1 -1.145496 0.253162 0.555812  -0.015
C4 -2.098996 1.102362 0.146812  0.003
C5 -2.504496 2.228762 0.836412  -0.004
C6 -3.673096 2.989562 0.652012  0.000
C7 -4.860796 2.530962 0.162912  -0.003
C8 -5.090896 1.221162 -0.333088  0.000
C9 -4.175096 0.396562 -0.886188  -0.002
C10 -2.789596 0.779162 -1.140288  0.000
N2 -2.333096 0.814862 -2.316088  0.000
C11 -1.014796 1.294662 -2.623688  0.003
C12 -0.382696 0.378762 -3.670988  0.000
C13 0.404804 -0.763938 -3.006588  0.002
N3 -0.160696 -1.321038 -1.790188  -0.011
C14 -0.973496 -2.369538 -1.859388  0.005
C15 -1.647496 -2.728938 -3.043588  0.008
C16 -2.379296 -3.856938 -3.356688  0.003
C17 -2.543796 -5.025838 -2.625988  0.013
C18 -2.058796 -5.282538 -1.351888  0.004
C19 -1.456696 -4.427838 -0.455188  0.013
C20 -1.068496 -3.073138 -0.576588  0.003
N4 -0.614696 -2.351238 0.424712  -0.003
C21 -0.597296 -2.887438 1.764712  0.004
C22 -1.988496 -2.872238 2.413012  0.001
H1 -2.883296 -1.352538 1.181512  0.000
H2 -3.676496 -1.597638 2.731712  0.000
H3 -1.550196 -0.576038 3.813412  0.000
H4 -2.693396 0.472862 2.956512  0.000
H5 0.112404 -0.341338 2.051012  0.001
H6 -0.564596 1.248262 2.321212  0.000
H7 -1.829896 2.593062 1.601412  0.000
H8 -3.662796 3.986962 1.080312  0.000
H9 -5.727596 3.175762 0.237712  0.000
H10 -6.120596 0.881962 -0.288788  0.000
H11 -4.475696 -0.584138 -1.232588  0.000
H12 -0.343696 1.384262 -1.751188  0.002
H13 -1.154596 2.289962 -3.063488  0.000
H14 0.314704 0.947262 -4.289688  0.000
H15 -1.181896 -0.002138 -4.310988  0.000
H16 1.374604 -0.343238 -2.723788  0.000
H17 0.584204 -1.562838 -3.742188  0.000
H18 -1.625796 -1.975938 -3.817488  0.001
H19 -2.840896 -3.853238 -4.338388  0.000
H20 -3.069096 -5.836938 -3.113888  0.001
H21 -2.201696 -6.295338 -0.988788  0.000
H22 -1.204896 -4.884438 0.491112  0.001
H23 0.082604 -2.279638 2.362212  0.000
H24 -0.180396 -3.903338 1.783412  0.000
H25 -1.884496 -3.109738 3.475112  0.000
H26 -2.612696 -3.647038 1.959812  0.000
Br1 6.757704 -0.611538 -2.257188  -0.001
C23 5.263104 -1.176838 -1.267788  -0.005
C24 5.337604 -2.328538 -0.488688  -0.013
Br2 6.953604 -3.286738 -0.393788  -0.003
C25 4.230304 -2.787338 0.190512  -0.006
Br3 4.289404 -4.328538 1.267912  0.000
C26 2.991304 -2.135738 0.096112  -0.011
O1 1.927504 -2.515138 0.656912  -0.016
C27 2.948804 -0.909838 -0.653688  -0.003
O2 1.811104 -0.318038 -0.580588  -0.056
C28 4.079504 -0.458738 -1.324888  -0.012
Br4 3.922404 1.096962 -2.365688  -0.003
C29 3.326804 1.773362 3.159712  0.000
S1 3.110804 0.432662 1.905512  0.001
C30 2.678804 -0.794938 3.255612  0.000
O3 4.473204 0.003962 1.559712  -0.002
H27 3.864104 1.386462 4.018412  0.000
H28 2.340204 2.126762 3.443612  0.000
H29 3.891304 2.564862 2.682812  0.000
H30 1.808104 -0.436338 3.796812  0.000
H31 3.528104 -0.905638 3.917912  0.000
H32 2.470804 -1.743838 2.773712  0.000
O4 3.133904 2.250262 0.475712  0.000
C31 1.918204 2.504862 0.391912  0.001
O5 0.983804 1.743362 0.721812  0.006
C32 1.506404 3.893662 -0.056388  0.000
C33 0.184904 4.144962 -0.402288  0.000
C34 -0.226196 5.433162 -0.685588  0.000
C35 0.679004 6.479162 -0.616888  0.000
C36 2.004904 6.229862 -0.299888  0.000
C37 2.419504 4.938862 -0.022388  0.000
H33 -0.520196 3.327962 -0.435588  0.000
H34 -1.260196 5.621162 -0.941988  0.000
H35 0.348904 7.492262 -0.804288  0.000
H36 2.709704 7.049762 -0.253988  0.000
H37 3.445404 4.715562 0.229612  0.000

Cartesian forces, eV/Å:
V -1.454 -1.188 1.911
C 0.014 -0.084 0.163
C -0.027 -0.306 -0.265
C -0.429 0.448 0.458
N -0.683 0.905 0.034
C -0.796 0.931 -0.281
C 0.805 -0.550 -0.098
C -0.658 0.007 -0.116
C 0.149 0.509 0.132
C -0.013 -0.351 -0.290
C -0.497 -0.180 0.147
C 0.140 0.335 0.117
N -0.565 -0.169 -0.058
C 0.407 0.076 -0.123
C 0.050 -0.100 0.339
C 0.240 0.464 -0.588
N -0.499 -0.388 -0.768
C -0.043 -0.321 -0.442
C 0.093 0.307 0.241
C 0.004 -0.521 0.244
C -0.070 0.030 -0.353
C -0.010 0.216 0.039
C 0.066 -0.082 0.086
C -0.281 -0.072 0.009
N -0.547 -1.433 -0.111
C -0.105 -0.312 0.641
C 0.025 0.204 -0.276
H -0.078 0.011 0.102
H 0.018 0.019 -0.061
H -0.023 0.086 0.077
H 0.193 0.031 0.071
H 0.239 -0.050 0.487
H 0.302 -0.382 -0.169
H 0.049 -0.059 0.064
H -0.017 -0.016 0.007
H 0.002 0.075 0.024
H -0.003 -0.113 -0.089
H -0.040 -0.112 -0.001
H -0.120 0.184 -0.135
H 0.113 -0.047 0.158
H 0.015 -0.079 -0.027
H 0.021 0.109 -0.029
H -0.152 -0.193 -0.146
H -0.021 0.063 0.243
H 0.063 0.049 0.010
H 0.013 0.046 -0.004
H -0.049 0.009 -0.023
H -0.029 0.027 0.015
H -0.010 0.034 0.051
H 0.052 -0.163 -0.064
H 0.080 0.259 -0.014
H 0.047 -0.051 0.004
H 0.003 -0.056 0.052
Br 0.159 0.166 -0.126
C 0.081 0.076 -0.052
C 0.008 -0.002 -0.044
Br 0.158 -0.112 0.056
C 0.075 -0.252 -0.024
Br -0.125 -0.107 0.124
C 0.730 0.637 -0.615
O -1.342 0.447 0.210
C 2.728 -2.221 -0.177
O 1.741 2.426 -1.511
C -0.473 0.125 -0.199
Br -0.120 0.084 -0.125
C -0.209 -0.287 -0.585
S -0.093 -0.871 2.927
C 0.087 0.346 -0.486
O 1.253 -0.037 -0.217
H 0.053 -0.177 0.073
H -0.156 0.130 0.079
H -0.005 0.048 -0.099
H -0.230 0.030 0.190
H 0.205 0.052 0.185
H -0.073 -0.131 -0.078
O 0.235 0.783 -0.700
C 0.220 0.343 0.017
O -0.935 0.168 -0.153
C 0.024 -0.021 0.089
C 0.056 -0.057 -0.044
C -0.131 0.080 -0.040
C -0.024 0.194 -0.043
C 0.041 0.128 0.022
C -0.019 -0.099 -0.073
H 0.035 -0.039 0.077
H -0.071 0.039 -0.038
H -0.003 0.064 -0.057
H 0.046 0.030 -0.001
H 0.088 -0.038 0.045

Gap between HOMO and LUMO (spin up / spin down), eV: 6.01 / 6.34
Total charge: -1
Spin multiplicity: 2
Lowest unoccupied orbital energy (spin up / spin down), eV: 1.381 / 1.653
Energy relative to the best compared isomer or geometry (same formula, charge and spin), kcal/mol: 92.03

Record 2
Formula: C37H37IIrN6O2P
Source: the Open Molecules 2025 dataset
Level of theory: the ωB97M-V functional and the def2-TZVPD basis

Each line ends with the Löwdin spin population.
CARTESIAN COORDINATES (ANGSTROEM)
Ir1 -0.178357 -0.374884 -0.221808  2.218
C1 3.677841 -1.321869 2.658710  0.026
C2 2.482863 -0.771434 3.349046  0.180
N1 2.370683 -0.898160 4.652417  -0.018
C3 1.258347 -0.421150 5.242957  0.245
C4 0.163198 0.188636 4.586027  0.035
C5 -1.008694 0.646467 5.415815  -0.001
O1 -2.197608 0.045216 4.900818  0.000
C6 0.222781 0.335895 3.224845  0.106
C7 -0.861587 1.052059 2.530097  0.020
N2 -1.114594 0.999207 1.282449  0.108
C8 -2.283334 1.678837 0.806249  0.013
C9 -3.444063 1.748930 1.575755  0.009
C10 -4.567029 2.403479 1.095510  0.001
C11 -4.548269 2.988640 -0.163028  0.010
C12 -3.408252 2.902421 -0.953572  0.003
C13 -2.296006 2.240197 -0.468111  0.015
I1 -0.599694 2.096155 -1.684430  0.140
C14 1.410918 -0.145593 2.548368  0.093
O2 1.552019 -0.056248 1.320185  0.331
H1 4.491641 -1.424873 3.371838  0.002
H2 3.970105 -0.691831 1.818482  0.005
H3 3.449580 -2.311534 2.245585  0.011
H4 1.230782 -0.531654 6.323505  0.010
H5 -1.073977 1.738877 5.397300  0.000
H6 -0.838745 0.347953 6.449324  0.000
H7 -2.916933 0.214548 5.519581  0.000
H8 -1.503870 1.666685 3.153228  0.002
H9 -3.469902 1.260428 2.545039  0.001
H10 -5.463045 2.446569 1.703022  0.000
H11 -5.423160 3.501178 -0.541891  0.000
H12 -3.391179 3.346623 -1.940788  0.002
N3 0.887772 -1.260351 -3.080975  0.011
P1 1.747044 -0.793104 -1.679200  0.104
C15 2.821633 -2.184228 -1.274647  0.017
C16 4.015475 -2.430939 -1.957690  0.005
C17 4.750684 -3.572481 -1.673901  0.001
C18 4.299233 -4.471848 -0.714310  0.002
C19 3.111939 -4.232251 -0.034844  0.000
C20 2.375797 -3.087533 -0.309276  0.003
C21 2.811553 0.525874 -2.286487  0.015
C22 2.444881 1.303582 -3.385732  0.010
C23 3.252853 2.359474 -3.790328  0.000
C24 4.420501 2.646271 -3.098572  0.011
C25 4.781013 1.884821 -1.993812  -0.001
C26 3.979829 0.830223 -1.585693  0.011
C27 -0.416892 -1.710413 -3.054377  0.012
C28 -1.014945 -2.279433 -4.182727  0.002
C29 -2.319957 -2.699826 -4.097729  0.005
C30 -3.020940 -2.566348 -2.895556  0.003
C31 -2.364942 -2.009480 -1.832220  0.017
N4 -1.087988 -1.576236 -1.904377  0.104
H13 1.391330 -1.390814 -3.945504  0.001
H14 4.376005 -1.734777 -2.707073  0.000
H15 5.677532 -3.762434 -2.202525  0.000
H16 4.876623 -5.362404 -0.497112  0.000
H17 2.761468 -4.938581 0.707575  0.000
H18 1.447521 -2.895317 0.217773  0.000
H19 1.534029 1.088259 -3.933608  0.001
H20 2.970228 2.954479 -4.649596  0.000
H21 5.054047 3.462513 -3.422720  0.001
H22 5.690075 2.112652 -1.450936  0.000
H23 4.267253 0.238155 -0.722686  0.000
H24 -0.446839 -2.382686 -5.099432  0.000
H25 -2.800140 -3.139999 -4.963087  0.000
H26 -4.045193 -2.897347 -2.795672  0.000
H27 -2.847258 -1.890505 -0.870338  0.003
N5 -0.783824 -2.117879 1.082189  0.072
C32 -1.163597 -2.699583 2.012858  0.013
N6 -1.547087 -3.309256 3.103218  0.003
C33 -0.571764 -4.004854 3.977261  0.000
C34 -0.788420 -3.580108 5.420628  0.003
C35 -2.247725 -3.785830 5.831418  0.000
C36 -3.184212 -3.009964 4.902877  0.000
C37 -2.981985 -3.436992 3.457767  0.000
H28 0.430977 -3.769465 3.626754  0.000
H29 -0.727094 -5.080689 3.867904  0.000
H30 -0.523857 -2.521797 5.523054  0.003
H31 -0.114243 -4.153554 6.058602  0.000
H32 -2.397336 -3.476239 6.865082  0.000
H33 -2.488392 -4.853365 5.783336  0.000
H34 -2.975314 -1.937575 4.983954  0.000
H35 -4.228797 -3.171014 5.172669  0.000
H36 -3.560644 -2.830525 2.765293  0.000
H37 -3.269843 -4.482340 3.320416  0.000

Cartesian forces, eV/Å:
Ir -0.141 -0.212 -0.503
C -0.026 0.048 -0.020
C -0.193 0.087 0.072
N -0.439 0.269 0.033
C 0.263 -0.229 -0.051
C 0.137 -0.092 0.345
C 0.037 -0.053 0.002
O 0.219 0.300 -0.035
C -0.138 0.163 -0.263
C 0.300 -0.191 0.259
N -0.165 -0.092 -0.395
C -0.015 0.031 0.046
C 0.053 -0.070 0.070
C -0.020 0.013 -0.016
C 0.023 -0.003 -0.014
C -0.128 0.020 0.069
C 0.170 -0.050 -0.079
I 0.056 0.292 -0.085
C -0.069 0.045 0.210
O 0.404 -0.213 -0.225
H -0.011 -0.010 -0.004
H -0.008 -0.022 0.037
H -0.009 0.072 0.010
H -0.024 0.031 -0.060
H -0.046 0.039 -0.014
H -0.018 -0.006 0.096
H -0.028 0.076 0.024
H 0.064 0.021 0.109
H -0.029 0.034 -0.075
H 0.062 0.000 -0.046
H 0.032 -0.022 0.021
H -0.008 -0.021 0.052
N 0.051 0.121 0.070
P -0.413 -0.069 0.047
C 0.055 -0.010 0.043
C -0.009 -0.028 0.012
C 0.014 0.024 -0.003
C 0.002 0.010 0.002
C 0.013 0.034 -0.021
C 0.038 -0.035 -0.028
C -0.049 0.013 0.011
C 0.011 0.074 0.000
C -0.050 -0.034 0.005
C 0.017 0.018 -0.017
C -0.006 -0.015 0.030
C 0.009 0.011 0.083
C 0.033 0.057 0.139
C 0.059 0.009 -0.073
C -0.063 -0.026 -0.046
C -0.019 -0.040 -0.073
C 0.123 0.055 0.067
N -0.027 0.016 0.009
H -0.004 -0.091 -0.064
H -0.028 -0.023 0.035
H -0.068 0.014 0.035
H -0.030 0.041 -0.015
H 0.005 0.011 -0.017
H 0.030 -0.020 -0.017
H 0.042 -0.022 -0.009
H 0.010 -0.028 0.022
H -0.035 -0.026 0.023
H -0.039 -0.020 -0.029
H -0.007 0.023 -0.064
H -0.041 0.000 0.053
H 0.024 0.014 0.037
H 0.051 0.020 -0.013
H 0.030 0.008 0.012
N -0.026 -0.111 0.085
C -0.009 -0.052 0.653
N 0.036 0.089 -0.311
C -0.172 0.103 -0.115
C -0.085 0.027 -0.002
C -0.012 -0.035 -0.097
C 0.050 0.096 0.036
C 0.206 -0.055 0.008
H 0.045 0.035 -0.032
H 0.000 -0.036 -0.010
H -0.003 -0.051 0.006
H -0.018 0.007 0.005
H 0.007 0.008 0.013
H 0.006 0.019 0.039
H -0.058 -0.343 -0.044
H 0.006 -0.064 0.011
H 0.000 0.047 -0.038
H -0.009 -0.022 -0.023

Gap between HOMO and LUMO (spin up / spin down), eV: 6.46 / 5.79
Total charge: +2
Spin multiplicity: 5
Lowest unoccupied orbital energy (spin up / spin down), eV: -5.750 / -7.883
Energy relative to the best compared isomer or geometry (same formula, charge and spin), kcal/mol: 0.00